Run a
C20H27N3O4S | ωB97M-V with the def2-TZVPD basis set

The geometry in XYZ format:
```
55
Properties=species:S:1:pos:R:3:mulliken_charge:R:1
C -3.199 -2.316 0.546 -1.16
C -4.359 -1.486 0.100 0.72
C -5.525 -2.093 -0.347 -0.69
C -6.597 -1.352 -0.809 -0.62
C -6.516 0.031 -0.847 -0.57
C -5.369 0.658 -0.407 -0.87
C -4.293 -0.086 0.079 0.46
C -3.124 0.648 0.521 0.85
N -2.804 1.845 0.118 -0.44
C -1.647 2.157 0.778 0.47
C -1.310 1.108 1.590 0.93
O -2.259 0.157 1.430 -0.40
C -0.200 0.896 2.551 -1.66
H 0.024 -0.166 2.624 0.36
H -0.478 1.256 3.543 0.43
H 0.684 1.436 2.219 0.25
C -0.932 3.412 0.502 -1.22
H -0.456 3.825 1.389 0.45
H -1.601 4.140 0.048 0.47
S 0.459 3.183 -0.723 0.21
O 1.516 2.455 0.000 -0.45
C -0.368 1.938 -1.840 -1.13
C -0.139 0.492 -1.436 0.77
O -1.054 -0.279 -1.223 -0.64
N 1.161 0.141 -1.421 -0.03
C 1.595 -1.167 -0.985 -0.78
C 2.327 -1.127 0.374 -1.11
N 3.748 -0.873 0.352 0.12
C 4.147 0.405 -0.207 -0.11
C 5.614 0.644 0.155 -0.81
O 6.436 -0.385 -0.349 -0.39
C 6.028 -1.635 0.152 -0.71
C 4.568 -1.931 -0.203 -0.52
H 4.269 -2.885 0.236 0.44
H 4.481 -2.001 -1.302 0.28
H 6.694 -2.376 -0.294 0.37
H 6.138 -1.652 1.246 0.36
H 5.978 1.572 -0.289 0.37
H 5.711 0.696 1.249 0.38
H 3.527 1.196 0.216 0.20
H 4.060 0.418 -1.309 0.20
H 2.183 -2.085 0.879 0.40
H 1.869 -0.343 0.983 0.52
H 2.246 -1.601 -1.751 0.36
H 0.695 -1.781 -0.904 0.35
H 1.852 0.877 -1.398 0.16
H -1.434 2.154 -1.858 0.56
H 0.067 2.115 -2.824 0.53
H -5.279 1.732 -0.428 0.45
H -7.345 0.615 -1.218 0.41
H -7.492 -1.853 -1.148 0.38
H -5.589 -3.172 -0.338 0.37
H -2.291 -1.965 0.059 0.08
H -3.057 -2.233 1.623 0.27
H -3.359 -3.363 0.296 0.42
```

total charge: 0
frontier orbital gap: 8.62 eV


Run b
C20H27N3O4S | ωB97M-V with the def2-TZVPD basis set

The geometry in XYZ format:
```
55
Properties=species:S:1:pos:R:3:mulliken_charge:R:1
C -2.749 2.047 1.368 -1.18
C -3.079 0.820 0.527 -0.26
O -2.150 0.583 -0.526 -0.66
C -0.903 0.129 -0.121 0.05
C 0.117 1.023 0.162 0.01
C 1.381 0.576 0.526 -0.08
N 2.433 1.432 0.840 -0.13
C 2.727 2.674 0.364 0.22
S 3.897 3.550 1.141 -0.46
N 2.081 3.105 -0.732 -0.12
C 2.199 4.433 -1.274 -1.38
C 0.907 5.254 -1.122 0.96
C 0.516 5.375 0.349 -1.40
C -0.235 4.665 -1.948 -1.37
C 1.600 -0.811 0.667 0.78
O 2.845 -1.161 1.087 -0.48
C 3.138 -2.532 1.297 -0.35
C 4.568 -2.620 1.804 -1.47
C 0.583 -1.704 0.379 -0.56
C -0.665 -1.247 -0.036 -0.94
N -1.710 -2.099 -0.379 -0.10
C -1.764 -3.460 -0.325 0.45
O -0.871 -4.184 0.072 -0.73
C -3.051 -3.994 -0.795 0.26
C -3.469 -5.296 -0.895 -0.51
C -4.785 -5.250 -1.402 -0.45
C -5.074 -3.930 -1.574 -0.46
O -4.038 -3.161 -1.212 -0.34
H -3.553 2.224 2.076 0.45
H -2.643 2.922 0.731 0.23
H -1.825 1.896 1.922 0.32
H -4.035 0.960 0.015 0.39
H -3.147 -0.065 1.175 0.25
H -0.099 2.078 0.124 0.67
H 3.125 1.043 1.468 0.27
H 1.485 2.455 -1.221 0.36
H 3.012 4.925 -0.736 0.46
H 2.468 4.364 -2.334 0.41
H 1.128 6.255 -1.507 0.34
H 1.338 5.788 0.927 0.37
H -0.349 6.025 0.461 0.44
H 0.268 4.401 0.766 0.13
H -1.105 5.317 -1.902 0.43
H 0.057 4.563 -2.991 0.38
H -0.532 3.686 -1.577 0.17
H 3.031 -3.085 0.354 0.37
H 2.442 -2.955 2.033 0.40
H 4.836 -3.659 1.968 0.42
H 5.248 -2.186 1.076 0.34
H 4.668 -2.074 2.738 0.33
H 0.731 -2.767 0.458 0.85
H -2.519 -1.615 -0.754 0.46
H -2.895 -6.161 -0.634 0.53
H -5.427 -6.081 -1.610 0.45
H -5.952 -3.430 -1.934 0.46
```

structure (SMILES): CCOc1cc(NC(=S)NCC(C)C)c(OCC)cc1NC(=O)c1ccco1
total charge: 0
frontier orbital gap: 7.98 eV


Which structure above is the least stable? It is run a.